DFT (wB97M-V/def2-TZVPD) results for a molecular structure, C39H37IrN5O3S2.

The total charge is +4. Its spin multiplicity is 6. The energy above the lowest of the compared OMol25 structures with the same formula, charge and spin is 17.2 kJ/mol. The molar mass comes out at 880.11 g/mol.

Each line ends with the Löwdin charge.
Cartesian coordinates (Å):
Ir 0.03014 2.68790 0.50105  1.615
C 7.46223 -1.17027 0.12012  -0.010
C 6.00451 -0.82184 0.25784  -0.215
C 5.45064 -0.54360 1.50193  0.002
C 4.10945 -0.21837 1.63188  -0.064
C 3.32346 -0.19622 0.48719  -0.432
C 3.84414 -0.45833 -0.77712  -0.043
C 5.18196 -0.76740 -0.87331  0.005
S 1.64044 0.15634 0.70898  1.107
O 1.24145 1.21128 -0.40768  -0.603
C 0.88302 -1.42900 0.30860  -0.254
C 1.24019 -2.39953 1.25226  -0.003
C 0.76772 -3.68769 1.13141  0.070
C -0.07625 -4.03570 0.07002  -0.127
C -0.57194 -5.36484 -0.05028  0.106
C -1.42035 -5.72327 -1.09059  0.028
C -1.78732 -4.76793 -2.02963  0.038
C -1.31355 -3.45729 -1.93300  0.097
C -0.44288 -3.06043 -0.88312  -0.093
C 0.03398 -1.71559 -0.75360  -0.078
C -0.39229 -0.74367 -1.81137  -0.139
C 0.17718 -0.86623 -3.10015  -0.117
C 1.24236 -1.76693 -3.35856  -0.017
C 1.79113 -1.86857 -4.62123  -0.020
C 1.30588 -1.08494 -5.67793  -0.016
C 0.26574 -0.20908 -5.46343  0.017
C -0.31726 -0.07395 -4.17725  -0.134
C -1.37261 0.82093 -3.95897  0.024
C -1.90514 0.96644 -2.69232  -0.070
C -1.41528 0.19237 -1.63475  -0.351
S -2.21015 0.54578 -0.07836  1.147
O -1.04681 0.89598 0.93857  -0.684
C -2.77681 -1.02758 0.46562  -0.412
C -2.47814 -1.46838 1.74400  -0.058
C -3.09080 -2.62943 2.20040  -0.007
C -4.01598 -3.32029 1.42199  -0.235
C -4.75183 -4.52037 1.97506  -0.015
C -4.28241 -2.84812 0.13626  -0.008
C -3.68508 -1.69439 -0.34814  -0.066
H 8.02715 -0.92334 1.01425  0.092
H 7.90957 -0.66718 -0.73449  0.098
H 7.57647 -2.24023 -0.05809  0.105
H 6.08204 -0.56624 2.38249  0.135
H 3.69066 0.02109 2.60785  0.121
H 3.21974 -0.39889 -1.66687  0.115
H 5.61266 -0.97032 -1.84827  0.136
H 1.91696 -2.14462 2.06314  0.133
H 1.06110 -4.44548 1.85149  0.150
H -0.26753 -6.10348 0.68676  0.151
H -1.78917 -6.73986 -1.17411  0.143
H -2.44459 -5.04524 -2.84872  0.143
H -1.61844 -2.73731 -2.68305  0.142
H 1.62859 -2.38928 -2.55927  0.118
H 2.60126 -2.56840 -4.79770  0.127
H 1.74416 -1.17281 -6.66377  0.130
H -0.12290 0.38924 -6.28187  0.133
H -1.76968 1.39355 -4.79058  0.137
H -2.72261 1.66275 -2.52010  0.117
H -1.77431 -0.92568 2.36701  0.113
H -2.86329 -2.99336 3.19783  0.132
H -5.65279 -4.18517 2.49393  0.107
H -4.15459 -5.06741 2.70424  0.089
H -5.07684 -5.20082 1.18865  0.089
H -4.98827 -3.38424 -0.49113  0.135
H -3.92366 -1.33160 -1.34824  0.130
C -0.79568 4.40191 5.59687  0.030
N -0.19546 3.42049 4.65078  -0.118
C 0.18487 2.08495 5.16292  0.031
C -0.06304 3.72256 3.40610  -0.234
O 0.44097 2.90729 2.53505  -0.238
H -0.45497 4.17280 6.59987  0.105
H -1.88068 4.33858 5.57476  0.109
H -0.48290 5.41319 5.34782  0.105
H 0.59358 2.19857 6.16081  0.108
H 0.92895 1.63744 4.51502  0.086
H -0.69154 1.43989 5.21325  0.112
H -0.33296 4.74051 3.13245  0.156
N -1.20719 8.97970 -0.83552  0.253
C -1.59423 7.76056 -1.12553  -0.396
N -2.56981 7.53136 -1.98107  0.248
N -0.95157 6.74085 -0.48785  0.210
C -0.84327 5.54091 -0.35683  -0.263
N -0.69071 4.35868 -0.17486  -0.113
H -1.59833 9.79049 -1.29435  0.157
H -0.45129 9.12991 -0.18733  0.152
H -3.04455 8.28995 -2.45346  0.156
H -2.84471 6.59591 -2.22262  0.140

DFT (wB97M-V/def2-TZVPD) results for a gas-phase ion, C4H5O2 (charge +1).

The total charge is +1. The energy above the lowest of the compared OMol25 structures with the same formula, charge and spin is 289.3 kJ/mol. The molar mass comes out at 85.08 g/mol.

Each line ends with the natural charge from an NBO analysis.
Cartesian coordinates (Å):
C -0.52134 1.03679 0.91921  0.272
C -0.80988 -0.41759 1.26699  -0.084
C 0.54487 -1.00689 -0.50694  0.419
C 0.45342 0.35664 -1.14994  -0.188
O -0.02153 1.34752 -0.24913  -0.406
O -0.10685 -1.30112 0.52756  -0.284
H -0.76457 1.87742 1.60786  0.260
H -1.23420 -0.99634 2.03527  0.252
H 1.08909 -1.88610 -0.82501  0.239
H 1.39753 0.69381 -1.51015  0.258
H -0.02654 0.29586 -2.11571  0.262

DFT (wB97M-V/def2-TZVPD) results for 3 unconnected molecules or ions with the total composition C3H11N3O2.

The total charge is 0. The energy above the lowest of the compared OMol25 structures with the same formula, charge and spin is 523.8 kJ/mol. Its structure (SMILES) is [H]/N=N\OC.C=N.CO. The molar mass comes out at 121.14 g/mol.

Each line ends with the natural charge from an NBO analysis.
Cartesian coordinates (Å):
H -0.33342 3.60330 1.97707  0.316
N -0.85812 3.03079 1.29375  -0.361
N -0.21419 2.16624 0.74800  0.121
O 1.10346 2.03833 1.14388  -0.404
C 1.79427 1.00457 0.44233  -0.287
H 2.54208 0.61755 1.13315  0.194
H 1.11194 0.20595 0.13953  0.241
H 2.29112 1.43381 -0.43024  0.175
C -2.36367 -0.45721 0.42506  0.024
N -1.91920 0.00869 -0.66895  -0.650
H -2.38876 0.10270 1.36001  0.165
H -2.44649 -1.53130 0.51626  0.176
H -1.69285 1.00272 -0.64929  0.379
C 0.82805 -2.48077 -1.31450  -0.232
O 0.10756 -1.53689 -0.58150  -0.824
H 1.43326 -3.07610 -0.62588  0.169
H 0.20603 -3.20166 -1.86211  0.154
H 1.52944 -2.02675 -2.02949  0.148
H -0.73053 -0.90396 -1.01707  0.497

> What is the molar mass in the third record?

121.14 g/mol